Entry 1:
The following is a quantum chemistry calculation of a structure of composition C19H16AlCl3N5O4S at a distorted geometry, from the OMol25 dataset.

Output
Net charge: +1
Spin multiplicity: 1
Frontier orbital gap: 6.66 eV
E_HOMO: -10.883 eV
Maximum force: 7.08 eV/A
LUMO level: -4.22 eV
E: -3329.210818 a.u.

XYZ file:
```
49
Properties=species:S:1:pos:R:3:nbo_charge:R:1
Al -1.338 -0.869 0.107 1.92
S 4.660 -5.226 0.107 0.91
N 4.556 -3.570 0.107 -0.56
C 3.246 -3.266 0.107 0.11
C 2.667 -1.956 0.107 -0.12
C 3.376 -0.742 0.107 -0.05
C 2.658 0.447 0.107 -0.26
C 1.271 0.378 0.107 0.24
N 0.562 -0.776 0.107 -0.68
C 1.251 -1.909 0.107 0.27
C 0.451 -3.009 0.107 0.24
N -0.839 -2.704 0.107 -0.65
C -1.718 -3.735 0.107 0.12
C -1.355 -5.076 0.107 -0.24
C -0.002 -5.391 0.107 -0.06
C 0.934 -4.341 0.107 -0.12
C 2.359 -4.487 0.107 0.18
N 3.052 -5.639 0.107 -0.57
H 4.463 -0.733 0.107 0.25
H 3.163 1.407 0.107 0.24
H 0.668 1.283 0.107 0.21
H -2.764 -3.441 0.107 0.27
H -2.112 -5.852 0.107 0.25
H 0.325 -6.428 0.107 0.25
Cl -5.215 1.975 -2.140 0.08
C -4.314 2.053 -0.606 -0.18
Cl -5.364 1.430 0.697 0.07
Cl -3.923 3.753 -0.248 0.06
C -3.043 1.254 -0.724 0.72
O -2.219 1.562 -1.575 -0.64
O -2.816 0.206 0.107 -0.83
O 0.565 0.963 -1.780 -0.61
C -0.152 1.419 -0.866 0.75
O -0.772 0.872 0.107 -0.89
C -0.371 2.960 -0.820 -0.12
N -1.186 3.324 0.440 -0.58
C -0.341 4.130 1.342 -0.23
C 1.072 3.870 0.862 -0.42
C 0.918 3.747 -0.646 -0.43
H -0.954 3.288 -1.686 0.29
H -1.322 2.352 0.827 0.46
H -2.121 3.673 0.222 0.43
H -0.523 3.819 2.373 0.23
H -0.632 5.176 1.202 0.22
H 1.451 2.931 1.284 0.20
H 1.759 4.671 1.147 0.25
H 1.790 3.270 -1.102 0.25
H 0.809 4.744 -1.090 0.23
H -2.630 -1.808 0.107 -0.45
```

---

Entry 2:
The following is a quantum chemistry calculation of a cluster of 2 separate species, C7H14N2S in total at a distorted geometry, from the OMol25 dataset.

Output
Net charge: +2
Spin multiplicity: 1
Frontier orbital gap: 9.47 eV
E_HOMO: -18.089 eV
Maximum force: 5.82 eV/A
LUMO level: -8.62 eV
Relative energy (zero: lowest compared OMol25 entry of this formula, charge and spin): 175.7 kJ/mol
E: -782.041283 a.u.

XYZ file:
```
24
Properties=species:S:1:pos:R:3:nbo_charge:R:1
C 1.836 -3.357 -2.109 -0.25
C -0.997 -1.233 2.050 -0.45
C 2.054 -2.242 -1.516 -0.39
C 0.324 -1.043 -0.144 0.31
C -0.872 1.725 -1.382 0.12
C -1.668 1.780 0.805 -0.47
C 0.667 2.121 0.405 -0.48
N -0.287 -1.108 0.870 -0.24
N -0.623 1.888 -0.122 -0.23
S 1.016 -0.784 -1.580 0.45
H 2.559 -4.184 -1.952 0.28
H 0.836 -3.539 -2.530 0.24
H -0.616 -1.930 2.690 0.28
H -0.889 -0.248 2.594 0.25
H 3.028 -1.761 -1.230 0.26
H -2.115 -1.362 1.777 0.27
H -1.833 1.601 -1.853 0.26
H 0.052 1.857 -1.961 0.23
H -1.114 1.606 1.724 0.22
H -2.357 2.655 0.974 0.29
H -2.339 0.962 0.791 0.25
H 1.465 2.158 -0.377 0.26
H 0.968 3.067 0.964 0.31
H 0.905 1.371 1.114 0.23
```

---

Entry 3:
The following is a quantum chemistry calculation of the ion C5H14N3 with charge +1 at a distorted geometry, from the OMol25 dataset.

Output
Net charge: +1
Spin multiplicity: 1
Frontier orbital gap: 8.47 eV
E_HOMO: -11.391 eV
Maximum force: 1.91 eV/A
LUMO level: -2.92 eV
Relative energy (zero: lowest compared OMol25 entry of this formula, charge and spin): 123.2 kJ/mol
E: -362.932231 a.u.

XYZ file:
```
22
Properties=species:S:1:pos:R:3:nbo_charge:R:1
C -0.796 1.506 2.404 -0.65
C 0.253 1.068 1.395 -0.02
C -0.203 1.105 -0.100 -0.44
C 0.044 -0.150 -0.880 -0.04
C -0.974 -0.771 -1.523 0.02
N -0.790 -1.887 -2.305 -0.81
N 1.448 -0.403 -1.099 -0.87
N 0.757 -0.356 1.686 -0.70
H -0.479 1.197 3.399 0.22
H -1.847 1.212 2.269 0.24
H -0.914 2.589 2.302 0.26
H 1.152 1.658 1.593 0.22
H -1.259 1.383 -0.106 0.24
H 0.339 1.941 -0.570 0.23
H -2.032 -0.656 -1.312 0.22
H -1.584 -2.317 -2.729 0.41
H 0.111 -2.238 -2.593 0.39
H 1.579 -1.285 -1.579 0.38
H 1.850 0.377 -1.614 0.39
H 1.561 -0.475 1.049 0.47
H 1.003 -0.516 2.658 0.43
H 0.037 -1.016 1.405 0.44
```

---

Entry 4:
The following is a quantum chemistry calculation of a cluster of 2 separate species, C6H10N2O in total at a distorted geometry, from the OMol25 dataset.

Output
Net charge: 0
Spin multiplicity: 1
Frontier orbital gap: 8.55 eV
E_HOMO: -8.469 eV
Maximum force: 7.00 eV/A
LUMO level: 0.08 eV
Relative energy (zero: lowest compared OMol25 entry of this formula, charge and spin): 586.3 kJ/mol
E: -419.163186 a.u.

XYZ file:
```
19
Properties=species:S:1:pos:R:3:nbo_charge:R:1
C -3.210 -0.348 0.087 -0.67
C -1.618 -0.223 -0.015 0.14
C -0.997 0.971 0.349 -0.35
C 0.337 0.874 -0.083 0.16
C 1.723 1.601 -0.238 -0.67
C 1.677 -1.088 -0.501 0.09
H -3.308 -1.574 0.315 0.22
H -3.492 0.223 1.112 0.23
H -3.829 -0.179 -0.874 0.24
H -1.640 1.921 0.487 0.23
H 2.296 1.342 -1.093 0.23
H 1.574 2.630 0.103 0.24
H 2.195 1.124 0.874 0.28
H 1.671 -2.131 -0.724 0.20
H 2.144 -0.351 -1.298 0.18
H 2.408 -2.091 1.386 0.46
N 0.310 -0.552 -0.411 -0.22
N -0.782 -1.224 -0.190 -0.27
O 2.541 -0.925 0.716 -0.72
```

---

Entry 5:
The following is a quantum chemistry calculation of a structure of composition C25H28BCoN7O2 at a distorted geometry, from the OMol25 dataset.

Output
Net charge: +2
Spin multiplicity: 4
Frontier orbital gap (alpha / beta): 5.32 / 4.96 eV
E_HOMO (alpha / beta): -13.930 / -13.918 eV
Maximum force: 3.37 eV/A
LUMO level (alpha / beta): -8.61 / -8.96 eV
Expectation value of S²: 3.8291
E: -2910.246272 a.u.

XYZ file:
```
64
Properties=species:S:1:pos:R:3:nbo_charge:R:1
C 0.172 2.902 -1.626 0.03
N 0.379 1.616 -2.068 -0.31
N 0.517 1.687 -3.435 -0.28
C 0.430 2.958 -3.821 0.11
C 0.210 3.758 -2.712 -0.30
B 0.690 0.409 -4.308 0.52
N 1.842 -0.475 -3.782 -0.31
N 1.907 -0.765 -2.411 -0.40
C 3.021 -1.550 -2.289 0.01
C 3.641 -1.740 -3.529 -0.32
C 2.868 -1.043 -4.440 0.06
Co 0.472 0.097 -1.237 1.43
N -0.636 -0.403 -4.409 -0.35
N -1.235 -0.915 -3.269 -0.39
C -2.378 -1.479 -3.716 -0.01
C -2.508 -1.346 -5.111 -0.34
C -1.377 -0.664 -5.508 0.01
H -3.067 -1.965 -3.017 0.22
H -1.021 -0.329 -6.480 0.24
H -3.310 -1.702 -5.754 0.26
H 0.966 0.784 -5.415 -0.01
H 2.953 -0.891 -5.512 0.26
H 0.532 3.185 -4.879 0.27
H 4.540 -2.306 -3.745 0.27
H 0.092 4.842 -2.709 0.28
H 3.316 -1.920 -1.304 0.23
H 0.018 3.104 -0.562 0.25
H -0.384 -1.640 -1.341 0.32
C 0.243 -1.718 -0.360 -0.95
H 1.034 -2.472 -0.526 0.28
H 0.851 -0.747 0.193 0.25
H -0.470 -1.913 0.463 0.27
C 3.357 0.881 3.858 -0.64
C 2.333 -0.195 3.557 -0.04
C 2.800 -1.388 2.992 -0.14
C 1.920 -2.422 2.701 -0.22
C 0.553 -2.260 2.956 -0.21
C 0.050 -1.053 3.471 0.12
N -1.356 -0.939 3.636 -0.37
C -2.348 -0.086 3.121 0.14
C -3.530 0.025 3.888 -0.16
C -4.631 0.779 3.465 -0.18
C -4.604 1.441 2.239 -0.12
C -3.457 1.342 1.433 -0.18
C -2.365 0.575 1.848 -0.07
C -1.125 0.669 0.941 0.76
O -0.035 0.660 1.578 -0.69
O -1.215 0.722 -0.332 -0.67
C 0.972 -0.020 3.822 0.18
C 0.425 1.220 4.457 -0.68
H 3.133 1.795 3.299 0.23
H 3.375 1.111 4.928 0.24
H 4.371 0.574 3.578 0.23
H 3.868 -1.526 2.780 0.24
H 2.294 -3.353 2.270 0.24
H -0.128 -3.081 2.704 0.23
H -1.734 -1.707 4.207 0.43
H -3.604 -0.494 4.846 0.24
H -5.524 0.844 4.098 0.26
H -5.463 2.022 1.909 0.25
H -3.454 1.858 0.465 0.25
H -0.301 1.726 3.809 0.24
H -0.082 0.969 5.397 0.24
H 1.196 1.953 4.697 0.25
```

---

Entry 6:
The following is a quantum chemistry calculation of a structure of composition C30H28Br6F4O3 at a distorted geometry, from the OMol25 dataset.

Output
Net charge: 0
Spin multiplicity: 1
Frontier orbital gap: 6.54 eV
E_HOMO: -6.901 eV
Maximum force: 16.22 eV/A
LUMO level: -0.36 eV
E: -17228.093832 a.u.

XYZ file:
```
71
Properties=species:S:1:pos:R:3:lowdin_charge:R:1
C 2.691 -4.708 -3.061 0.00
C 1.680 -4.468 -1.913 -0.32
C 2.126 -4.918 -0.592 -0.13
O 2.135 -3.779 0.191 -0.02
C 1.588 -2.711 -0.493 -0.43
O 1.338 -1.643 0.077 -0.15
O 1.377 -3.030 -1.824 0.03
H 2.552 -3.931 -3.813 0.09
H 2.711 -5.773 -3.295 0.09
H 3.697 -4.572 -2.663 0.08
H 0.699 -4.847 -2.200 0.13
H 3.157 -5.213 -0.788 0.15
H 1.408 -5.690 -0.317 0.13
F -6.020 0.627 -2.124 0.06
C -5.654 1.221 -0.992 -0.28
C -4.595 0.688 -0.207 0.01
C -4.375 1.201 1.034 -0.31
C -5.115 2.282 1.496 -0.06
C -6.179 2.747 0.711 -0.10
C -6.454 2.293 -0.569 -0.06
H -4.048 -0.150 -0.615 0.11
H -3.645 0.750 1.690 0.10
H -4.807 2.759 2.414 0.10
H -6.795 3.493 1.191 0.10
H -7.361 2.578 -1.080 0.10
F 2.495 2.026 -0.119 0.09
C 2.591 3.055 -0.915 -0.33
C 2.115 2.943 -2.209 -0.02
C 2.134 4.128 -3.096 -0.07
C 2.653 5.281 -2.589 -0.17
C 3.179 5.337 -1.292 -0.27
C 3.088 4.281 -0.475 -0.07
H 1.542 2.117 -2.605 0.12
H 1.627 4.133 -4.050 0.10
H 2.518 6.178 -3.175 0.11
H 3.522 6.294 -0.929 0.08
H 3.414 4.554 0.518 0.13
F 1.928 -5.053 1.803 -0.19
C 1.877 -3.816 2.304 -0.46
C 2.660 -3.494 3.367 0.00
C 2.678 -2.181 3.861 -0.08
C 1.933 -1.194 3.274 -0.05
C 1.237 -1.501 2.143 -0.11
C 1.031 -2.838 1.800 -0.30
H 3.277 -4.252 3.826 0.12
H 3.329 -1.885 4.670 0.10
H 2.127 -0.259 3.780 0.11
H 0.870 -0.679 1.546 0.08
H 0.479 -3.066 0.900 -0.03
F -3.017 1.767 1.203 0.05
C -1.886 1.247 0.701 -0.17
C -1.575 -0.135 1.001 -0.14
C -0.388 -0.703 0.672 -0.32
C 0.503 0.060 -0.079 -0.05
C 0.225 1.399 -0.439 0.00
C -0.988 1.968 -0.025 -0.14
H -2.215 -0.815 1.545 -0.16
H -0.139 -1.709 0.978 -0.03
H 1.452 -0.418 -0.271 0.08
H 0.965 1.943 -1.007 0.03
H -1.223 2.986 -0.299 -0.22
C -0.091 5.040 -1.107 -1.36
Br -1.322 4.444 0.255 0.87
Br 1.009 6.548 -0.409 0.75
Br -1.191 5.462 -2.667 0.62
H 0.542 4.179 -1.323 -0.04
C -1.512 -3.820 1.372 -1.15
Br -1.780 -2.121 2.406 1.01
Br -0.151 -4.972 2.054 1.09
Br -1.181 -3.295 -0.499 0.97
H -2.452 -4.370 1.341 -0.01
```

---

Entry 7:
The following is a quantum chemistry calculation of the molecule C12H26N6O3 at a distorted geometry, from the OMol25 dataset.

Output
Net charge: 0
Spin multiplicity: 1
Frontier orbital gap: 9.28 eV
E_HOMO: -8.722 eV
Maximum force: 5.32 eV/A
LUMO level: 0.56 eV
Relative energy (zero: lowest compared OMol25 entry of this formula, charge and spin): 530.0 kJ/mol
E: -1026.961461 a.u.

XYZ file:
```
47
Properties=species:S:1:pos:R:3:nbo_charge:R:1
C -1.032 -1.734 -0.958 -0.12
C 0.346 -0.993 -0.842 0.71
C -2.076 -0.747 -0.302 -0.42
C -3.592 -1.218 -0.697 -0.38
C -4.848 -0.227 -0.602 -0.41
C -4.915 0.688 0.552 -0.24
C 2.602 -1.128 0.127 -0.19
C 3.935 -1.759 -0.128 0.79
C 2.445 -0.441 1.511 -0.42
C 3.249 0.920 1.720 -0.42
C 2.349 2.069 1.269 -0.23
C 2.041 2.574 -1.139 0.57
H -1.857 -3.570 -0.141 0.37
H -0.769 -2.747 0.627 0.34
H -1.308 -1.889 -2.080 0.22
H -2.043 0.230 -0.688 0.23
H -1.754 -0.615 0.720 0.20
H -3.278 -1.547 -1.652 0.20
H -3.830 -2.148 -0.228 0.19
H -4.719 0.403 -1.555 0.20
H -5.763 -0.847 -0.671 0.23
H -4.200 1.489 0.369 0.19
H -4.448 0.231 1.495 0.17
H -6.211 2.119 0.750 0.36
H -6.398 0.977 1.978 0.36
H 1.375 -2.670 -0.318 0.41
H 2.695 -0.286 -0.489 0.26
H 1.324 -0.603 1.581 0.22
H 2.860 -1.035 2.345 0.21
H 4.222 0.845 1.236 0.23
H 3.535 0.918 2.848 0.21
H 1.749 2.245 2.237 0.19
H 2.967 2.906 1.050 0.18
H 1.339 1.069 -0.422 0.41
H 0.334 3.008 -1.873 0.36
H 3.750 2.600 -2.253 0.39
H 4.075 2.694 -0.639 0.37
H 5.745 -1.622 -0.058 0.51
N -0.852 -3.063 -0.312 -0.82
N -6.330 1.073 0.895 -0.82
N 1.431 -1.754 -0.388 -0.59
N 1.483 1.996 0.031 -0.71
N 1.333 2.869 -2.111 -0.71
N 3.469 2.300 -1.272 -0.88
O 0.463 0.206 -1.117 -0.61
O 4.171 -2.584 -0.961 -0.60
O 4.940 -1.201 0.557 -0.68
```

---

Entry 8:
The following is a quantum chemistry calculation of a cluster of 7 separate species, C29H72Br2F3N2O28P7 in total at a distorted geometry, from the OMol25 dataset.

Output
Net charge: 0
Spin multiplicity: 1
Frontier orbital gap: 4.76 eV
E_HOMO: -8.184 eV
Maximum force: 10.07 eV/A
LUMO level: -3.42 eV
E: -11200.501113 a.u.

XYZ file:
```
143
Properties=species:S:1:pos:R:3:lowdin_charge:R:1
C 3.203 1.874 -4.066 -0.08
C 1.743 1.740 -4.868 -0.46
O 0.710 2.242 -3.949 -0.19
C -0.399 2.904 -4.651 -0.28
C -0.253 4.524 -4.446 -0.08
C 1.154 5.105 -5.091 -0.22
O 2.165 5.409 -4.233 -0.06
O 1.281 5.234 -6.553 0.00
C -1.896 2.302 -4.273 -0.36
C -2.440 1.463 -5.563 -0.10
C -2.878 2.345 -6.866 -0.57
O -3.703 1.729 -7.757 -0.10
Br -2.322 4.207 -7.325 0.74
N -2.848 3.312 -3.687 -0.47
Br -2.356 3.379 -1.839 0.81
C -4.285 2.817 -3.631 -0.28
C -5.262 3.530 -4.760 -0.04
C -6.264 2.498 -5.542 -0.22
F -5.770 1.108 -5.672 0.01
F -6.381 3.023 -6.954 -0.02
F -7.637 2.537 -4.937 -0.01
P 1.465 -0.097 -5.333 0.77
N 0.878 -0.259 -6.868 -0.37
H 3.652 2.919 -4.424 0.08
H 3.892 1.010 -4.466 0.06
H 3.060 1.867 -2.894 0.10
H 1.876 2.353 -5.855 0.13
H -0.273 2.708 -5.822 0.13
H -0.159 4.706 -3.272 0.11
H -1.210 5.145 -4.772 0.11
H 0.367 5.495 -6.871 0.08
H -1.693 1.498 -3.412 0.13
H -3.287 0.699 -5.214 0.14
H -1.539 0.763 -5.916 0.13
H -4.389 1.642 -3.586 0.13
H -4.705 3.199 -2.579 0.08
H -4.682 4.146 -5.573 0.10
H -5.958 4.318 -4.198 0.15
H 0.498 -0.647 -4.406 0.01
H 2.777 -0.748 -5.217 0.01
H 1.564 -0.830 -7.443 -0.04
C -2.455 -4.175 -3.681 -0.14
O -1.791 -4.905 -2.660 -0.34
P -0.200 -4.433 -2.174 0.77
O -0.435 -2.984 -2.623 -0.28
O 0.446 -5.299 -3.427 -0.25
C -0.073 -6.585 -3.700 -0.13
O 1.392 -3.960 -1.687 -0.25
C 1.458 -3.544 -0.337 -0.15
H -3.351 -4.728 -3.966 0.09
H -2.765 -3.200 -3.314 0.08
H -1.817 -4.074 -4.566 0.09
H -0.793 -6.511 -4.514 0.09
H -0.546 -7.031 -2.826 0.07
H 0.747 -7.229 -4.019 0.09
H 1.172 -4.371 0.318 0.07
H 0.793 -2.691 -0.169 0.08
H 2.485 -3.246 -0.109 0.09
C 9.466 5.567 -6.884 -0.14
O 8.101 5.616 -7.270 -0.34
P 6.873 5.265 -6.103 0.78
O 7.784 5.685 -4.941 -0.27
O 7.057 3.646 -6.388 -0.25
C 7.188 3.204 -7.724 -0.14
O 5.645 4.914 -4.936 -0.25
C 4.793 6.014 -4.681 -0.17
H 10.077 5.637 -7.785 0.09
H 9.713 6.413 -6.246 0.08
H 9.697 4.620 -6.384 0.09
H 8.245 3.059 -7.948 0.09
H 6.752 3.906 -8.434 0.08
H 6.679 2.245 -7.824 0.09
H 4.269 6.294 -5.599 0.08
H 5.371 6.865 -4.308 0.08
H 4.058 5.723 -3.925 0.06
C -4.295 9.299 -1.784 -0.14
O -3.001 9.728 -1.391 -0.34
P -1.771 8.552 -1.080 0.78
O -2.440 7.530 -2.008 -0.28
O -2.342 8.354 0.459 -0.25
C -2.705 9.501 1.201 -0.13
O -0.541 7.376 -0.770 -0.25
C 0.559 7.477 -1.654 -0.16
H -4.963 10.159 -1.754 0.09
H -4.279 8.922 -2.804 0.08
H -4.680 8.540 -1.095 0.09
H -3.784 9.637 1.138 0.09
H -2.197 10.397 0.847 0.08
H -2.437 9.338 2.245 0.09
H 1.035 8.454 -1.538 0.08
H 0.228 7.345 -2.688 0.07
H 1.282 6.695 -1.408 0.09
C 2.579 -9.913 3.613 -0.14
O 1.200 -9.577 3.605 -0.34
P 0.613 -8.413 2.467 0.78
O 1.757 -8.714 1.490 -0.26
O 1.064 -7.187 3.481 -0.25
C 0.797 -7.316 4.863 -0.13
O 0.026 -7.249 1.330 -0.27
C -0.911 -7.789 0.418 -0.16
H 2.778 -10.511 4.501 0.09
H 2.831 -10.512 2.741 0.08
H 3.199 -9.011 3.659 0.09
H 1.698 -7.664 5.368 0.09
H -0.026 -8.002 5.059 0.08
H 0.534 -6.335 5.259 0.09
H -1.787 -8.151 0.962 0.08
H -0.461 -8.609 -0.149 0.08
H -1.222 -7.004 -0.276 0.07
C 0.479 -7.837 10.595 -0.14
O -0.900 -7.502 10.587 -0.33
P -1.487 -6.338 9.450 0.79
O -0.343 -6.639 8.472 -0.27
O -1.036 -5.112 10.464 -0.26
C -1.303 -5.241 11.845 -0.13
O -2.074 -5.174 8.312 -0.28
C -3.011 -5.714 7.400 -0.15
H 0.678 -8.436 11.484 0.09
H 0.731 -8.437 9.723 0.08
H 1.099 -6.935 10.641 0.09
H -0.402 -5.589 12.350 0.09
H -2.126 -5.927 12.042 0.09
H -1.566 -4.260 12.242 0.09
H -3.887 -6.076 7.945 0.08
H -2.561 -6.534 6.833 0.08
H -3.322 -4.928 6.707 0.09
C -3.355 0.026 7.947 -0.14
O -2.691 -0.704 8.968 -0.34
P -1.100 -0.232 9.454 0.78
O -1.335 1.217 9.005 -0.26
O -0.454 -1.098 8.202 -0.24
C -0.973 -2.384 7.928 -0.14
O 0.492 0.240 9.941 -0.25
C 0.558 0.657 11.291 -0.17
H -4.251 -0.527 7.662 0.09
H -3.665 1.001 8.314 0.08
H -2.717 0.127 7.062 0.09
H -1.693 -2.310 7.114 0.09
H -1.446 -2.830 8.802 0.06
H -0.153 -3.028 7.609 0.10
H 0.272 -0.170 11.946 0.07
H -0.107 1.510 11.459 0.08
H 1.585 0.954 11.519 0.09
```